No. 1
DFT (wB97M-V/def2-TZVPD) results for 13 unconnected molecules or ions with the total composition C30H91N5O13 in a non-equilibrium geometry.

Each line ends with the Mulliken charge.
Cartesian coordinates (Å):
O (-4.8349, 3.4859, 0.7034)  -0.558
H (-4.3366, 3.4551, -0.1217)  0.298
H (-5.7528, 3.5938, 0.4305)  0.281
O (-0.8520, 2.7662, -3.2770)  -0.816
H (-0.6208, 3.6505, -2.9606)  0.266
H (-0.7407, 2.2061, -2.4849)  0.486
O (0.7682, 2.1624, 3.2705)  -0.511
H (1.5550, 1.7745, 2.8486)  0.263
H (1.0924, 2.5247, 4.1016)  0.286
C (4.9904, 3.2561, 2.0247)  -1.707
C (3.7166, 2.4524, 1.7606)  0.427
C (3.6352, 1.9640, 0.3210)  -0.189
O (3.6669, 3.0366, -0.5737)  -0.387
C (3.5845, 2.5652, -1.9060)  -0.645
N (3.6782, 1.3208, 2.6880)  -0.460
H (5.9198, 2.6786, 2.0293)  0.340
H (4.9776, 3.6530, 3.0453)  0.455
H (5.1236, 4.0821, 1.3207)  0.341
H (2.8718, 3.1201, 1.9470)  0.289
H (2.6906, 1.4011, 0.2262)  -0.142
H (4.3970, 1.1876, 0.1563)  0.480
H (3.8269, 3.3733, -2.5964)  0.346
H (2.5333, 2.3267, -2.1084)  0.139
H (4.2244, 1.7198, -2.1620)  0.301
H (3.8283, 1.6566, 3.6269)  0.195
H (4.2968, 0.5584, 2.4589)  0.255
C (-2.5885, 1.3206, 0.5253)  -1.109
C (-1.1168, 0.9102, 0.4316)  1.124
C (-1.0461, -0.5491, -0.0676)  -0.804
O (-1.9045, -1.3534, 0.7043)  -0.072
C (-1.8970, -2.6970, 0.3261)  0.374
N (-0.4957, 1.8358, -0.4953)  0.708
H (-3.1725, 0.8188, 1.2955)  0.115
H (-3.0799, 1.1457, -0.4337)  0.493
H (-2.6907, 2.3751, 0.7848)  -0.120
H (-0.6435, 0.9541, 1.4187)  -0.290
H (-0.0034, -0.8810, 0.0432)  -0.012
H (-1.2859, -0.6645, -1.1321)  0.409
H (-2.1511, -3.3921, 1.1237)  -0.060
H (-0.9038, -3.0014, -0.0305)  -0.427
H (-2.5502, -2.9292, -0.5237)  0.184
H (-0.8328, 2.7381, -0.1563)  0.073
H (0.5117, 1.9703, -0.4462)  -0.527
C (-3.1185, 7.9321, 4.0489)  -1.346
C (-1.7412, 7.3812, 4.3930)  0.613
C (-1.3589, 6.1518, 3.5763)  -0.510
O (-2.3899, 5.1870, 3.6876)  -0.434
C (-2.0548, 4.0438, 2.8886)  -0.424
N (-0.7183, 8.4413, 4.2173)  -0.787
H (-3.6909, 8.0786, 4.9709)  0.296
H (-3.6882, 7.1968, 3.4763)  0.270
H (-3.2648, 8.8873, 3.5420)  0.393
H (-1.7381, 7.1210, 5.4569)  0.314
H (-0.4154, 5.7270, 3.9343)  0.298
H (-1.2137, 6.5318, 2.5565)  0.111
H (-1.4363, 3.3353, 3.4481)  0.228
H (-1.7317, 4.4007, 1.9114)  0.157
H (-2.9875, 3.4685, 2.8778)  0.276
H (-0.9340, 9.2415, 4.8027)  0.257
H (0.1484, 8.0932, 4.6261)  0.238
C (3.9912, -0.8997, -3.7393)  -1.014
C (4.5572, -2.0555, -2.8962)  0.739
C (3.5620, -3.1889, -2.8277)  -1.099
O (2.3742, -2.7664, -2.1821)  -0.019
C (1.7040, -3.8151, -1.5049)  -0.456
N (5.7657, -2.5650, -3.5965)  -0.761
H (3.9392, -1.2242, -4.7801)  0.366
H (4.6341, -0.0179, -3.7042)  0.398
H (2.9894, -0.6160, -3.4066)  -0.073
H (4.7984, -1.7126, -1.8887)  0.119
H (4.0386, -4.0409, -2.3263)  0.326
H (3.3074, -3.5610, -3.8306)  0.378
H (2.3407, -4.3167, -0.7665)  0.359
H (1.4053, -4.5946, -2.2102)  0.260
H (0.8730, -3.3199, -1.0133)  -0.307
H (6.1745, -1.7948, -4.1121)  0.305
H (5.4366, -3.1950, -4.3243)  0.286
C (-4.3102, -3.8598, -3.4731)  -1.247
C (-3.1108, -4.2493, -4.3326)  1.114
C (-2.4534, -5.5197, -3.8678)  -0.866
O (-1.9724, -5.3273, -2.5560)  -0.046
C (-1.0213, -6.2784, -2.0921)  -0.566
N (-3.5050, -4.3143, -5.7540)  -0.696
H (-4.7095, -2.8899, -3.7575)  0.394
H (-3.9329, -3.7088, -2.4531)  0.094
H (-5.0096, -4.6954, -3.4133)  0.328
H (-2.4152, -3.4050, -4.2779)  -0.424
H (-1.7480, -6.0123, -4.5432)  0.473
H (-3.2879, -6.2408, -3.7573)  0.352
H (-1.5156, -7.2554, -2.1199)  0.363
H (-0.8289, -5.9908, -1.0587)  -0.149
H (-0.1348, -6.1203, -2.7126)  0.340
H (-4.1331, -3.5567, -5.9754)  0.284
H (-3.9821, -5.1887, -5.9485)  0.266
C (-2.9983, -2.0104, 3.8387)  -0.578
C (-4.0640, -2.9766, 4.2954)  -0.377
O (-4.4268, -3.7938, 3.1678)  -0.490
H (-2.8824, -1.2162, 4.5903)  0.476
H (-3.4029, -1.3846, 3.0412)  0.071
H (-2.0005, -2.4140, 3.6981)  0.022
H (-4.9448, -2.4025, 4.5924)  0.299
H (-3.7044, -3.6235, 5.0982)  0.341
H (-4.8690, -4.5834, 3.4911)  0.275
C (-0.7748, -5.3333, 2.6130)  -1.390
C (0.4186, -5.4673, 1.6395)  0.747
O (1.6059, -5.3059, 2.3976)  -0.613
H (-0.8835, -4.4162, 3.1993)  0.108
H (-0.5424, -6.0655, 3.3915)  0.471
H (-1.7504, -5.4649, 2.1494)  0.421
H (0.3601, -4.6809, 0.8839)  -0.420
H (0.3401, -6.5091, 1.3185)  0.409
H (2.3483, -5.5871, 1.8530)  0.283
C (1.6887, -1.5472, 2.1527)  0.582
C (2.7254, -2.3111, 3.0091)  -0.571
O (2.1307, -3.0277, 4.0667)  -0.618
H (1.2260, -2.2057, 1.4128)  -0.117
H (2.2298, -0.7614, 1.6071)  -0.328
H (0.9057, -0.9526, 2.6269)  0.163
H (3.3455, -1.5467, 3.4852)  0.320
H (3.2762, -2.9984, 2.3608)  0.251
H (1.8004, -3.8613, 3.6998)  0.360
C (0.2485, -1.7629, -4.9718)  -0.339
C (0.2427, -0.3740, -4.3575)  0.259
O (-0.9942, 0.2955, -4.5393)  -0.595
H (1.2043, -2.2305, -4.7457)  0.023
H (0.0121, -1.5715, -6.0171)  0.430
H (-0.5318, -2.3649, -4.5029)  -0.364
H (1.0087, 0.1972, -4.9055)  0.312
H (0.4572, -0.3163, -3.2817)  -0.054
H (-0.9151, 1.1723, -4.1316)  0.370
C (1.2069, 5.4732, -0.7548)  -0.521
C (-0.1297, 6.1436, -1.0782)  -0.386
O (-0.9537, 5.1437, -1.6750)  -0.449
H (1.0556, 4.4943, -0.3024)  -0.161
H (1.6957, 6.0540, 0.0298)  0.408
H (1.8147, 5.4152, -1.6526)  0.291
H (-0.1058, 6.9887, -1.7843)  0.372
H (-0.6451, 6.6401, -0.2419)  0.214
H (-1.7039, 5.5553, -2.1160)  0.229

Cartesian forces (eV/Å) of the 3 atoms listed first:
-0.14 0.11 -0.15
-0.05 -0.05 0.07
0.07 0.00 0.05

HOMO-LUMO gap: 9.4 eV
LUMO level: 0.42 eV
energy above the lowest of the compared OMol25 structures with the same formula, charge and spin: 16.4 kcal per mole
2S+1: 1
net charge: 0

---

No. 2
DFT (wB97M-V/def2-TZVPD) results for a molecular structure, C30H92CaN15O7P5 in a non-equilibrium geometry.

Each line ends with the Mulliken charge.
Cartesian coordinates (Å):
Ca (0.9865, 0.5734, 0.5248)  1.213
O (0.8128, -1.6413, 0.4766)  -0.169
H (1.0561, -2.4874, 0.9001)  -0.282
O (2.7285, 0.8120, 1.8869)  -0.895
H (3.6136, 1.2163, 1.9737)  -0.119
O (1.0396, 2.9015, -0.0711)  1.780
P (0.8744, 4.3549, 0.0612)  -1.352
N (1.6125, 5.0316, 1.4131)  0.761
C (1.6758, 6.4769, 1.6786)  -1.113
C (2.4038, 4.1544, 2.3100)  -0.752
N (-0.7527, 4.9218, 0.0389)  0.830
C (-1.7751, 4.0599, 0.6112)  -0.873
C (-1.2044, 6.3155, -0.1449)  -1.409
N (1.5452, 5.1678, -1.3397)  0.513
C (2.9671, 5.2494, -1.6279)  -0.940
C (0.8238, 5.3442, -2.6179)  -0.789
H (0.9100, 6.8170, 2.3757)  0.292
H (1.3731, 6.9846, 0.7628)  0.380
H (2.6312, 6.8292, 2.0673)  0.428
H (3.2718, 3.7260, 1.8089)  0.140
H (1.8349, 3.4361, 2.9004)  0.070
H (2.7227, 4.8365, 3.0981)  0.510
H (-2.6802, 4.1379, 0.0089)  0.274
H (-1.4523, 3.0194, 0.6463)  -0.374
H (-2.0624, 4.3424, 1.6240)  0.449
H (-1.6502, 6.6824, 0.7796)  0.341
H (-0.4463, 6.9861, -0.5497)  0.418
H (-2.0504, 6.4128, -0.8252)  0.360
H (3.3284, 4.2523, -1.8794)  -0.129
H (3.0719, 5.8212, -2.5499)  0.438
H (3.4620, 5.8172, -0.8400)  0.290
H (0.9732, 4.5222, -3.3179)  -0.053
H (1.1648, 6.2553, -3.1096)  0.527
H (-0.2186, 5.5673, -2.3906)  0.236
O (-0.9792, -6.9570, -1.4806)  -0.883
P (-1.0157, -6.5184, -0.0537)  0.294
N (-1.6700, -7.6758, 1.1428)  0.318
C (-2.2163, -8.9085, 0.6868)  -1.098
C (-1.9371, -7.3449, 2.5504)  -0.935
N (-1.9651, -5.1467, 0.2269)  0.578
C (-1.9522, -4.2889, 1.3643)  -0.547
C (-3.0009, -4.7713, -0.7527)  -1.128
N (0.5243, -6.0807, 0.5915)  0.393
C (1.4084, -7.1674, 0.6605)  -1.158
C (1.1691, -4.8056, 0.1609)  -0.657
H (-3.1221, -8.8201, 0.0869)  0.269
H (-2.3959, -9.6249, 1.4885)  0.374
H (-1.4568, -9.4519, 0.1247)  0.316
H (-1.7562, -8.1481, 3.2646)  0.397
H (-2.9533, -6.9548, 2.6078)  0.293
H (-1.2406, -6.6001, 2.9353)  0.220
H (-0.9561, -4.3064, 1.8066)  0.121
H (-1.9629, -3.2495, 1.0363)  -0.206
H (-2.6971, -4.4556, 2.1423)  0.305
H (-3.4488, -5.5600, -1.3571)  0.419
H (-3.9194, -4.4347, -0.2720)  0.444
H (-2.6607, -3.9940, -1.4369)  0.167
H (0.8355, -8.0646, 0.8948)  0.353
H (1.8222, -7.2800, -0.3415)  0.387
H (2.1909, -6.9764, 1.3949)  0.343
H (0.8438, -3.9877, 0.8038)  -0.502
H (0.9784, -4.5599, -0.8838)  0.356
H (2.2324, -4.7294, 0.3879)  0.456
O (-0.5006, 0.8197, 2.4326)  -0.882
P (-1.0107, 0.2092, 3.6715)  -0.600
N (-1.8175, 1.2979, 4.6408)  0.485
C (-2.1520, 1.0251, 6.0791)  -1.048
C (-2.5645, 2.3255, 3.9772)  -0.810
N (0.2890, -0.5120, 4.5127)  0.206
C (1.2504, 0.3388, 5.2201)  -1.008
C (0.9459, -1.7411, 4.0856)  -0.737
N (-2.1233, -1.0096, 3.2588)  1.124
C (-2.9475, -1.0276, 2.0603)  -1.785
C (-2.7316, -1.8921, 4.3538)  -1.127
H (-1.3019, 0.5007, 6.5154)  0.358
H (-3.0889, 0.4692, 6.1171)  0.244
H (-2.1937, 2.0263, 6.5080)  0.381
H (-2.0352, 2.8873, 3.2075)  -0.076
H (-2.8305, 3.1426, 4.6478)  0.476
H (-3.5476, 1.9493, 3.6942)  0.297
H (0.7181, 1.0641, 5.8355)  0.351
H (1.8982, -0.2457, 5.8735)  0.376
H (1.7690, 0.8582, 4.4143)  0.093
H (0.2737, -2.4846, 3.6573)  0.002
H (1.6767, -1.5406, 3.3021)  0.083
H (1.3652, -2.1837, 4.9891)  0.486
H (-3.6842, -0.2278, 2.1352)  0.362
H (-2.4023, -0.8638, 1.1307)  0.188
H (-3.4142, -1.9811, 1.8127)  0.824
H (-3.0690, -2.8147, 3.8816)  0.248
H (-3.6330, -1.4906, 4.8170)  0.310
H (-2.0633, -2.1900, 5.1617)  0.400
O (-1.1124, 0.7492, -0.5539)  1.369
P (-2.1688, 0.7406, -1.6349)  -1.422
N (-2.1957, -0.6728, -2.6243)  1.184
C (-3.1180, -0.8174, -3.8288)  -1.263
C (-1.0599, -1.5787, -2.6512)  -0.489
N (-1.9600, 2.0399, -2.7058)  0.495
C (-3.0064, 2.4653, -3.6726)  -1.404
C (-0.6023, 2.3652, -3.0593)  0.000
N (-3.7804, 0.7897, -1.0366)  0.646
C (-4.6819, -0.4067, -0.8658)  -1.287
C (-4.3314, 1.9625, -0.2554)  -0.976
H (-4.0789, -0.3093, -3.7470)  0.320
H (-3.4420, -1.8543, -3.9189)  0.398
H (-2.6343, -0.4651, -4.7398)  0.242
H (-0.1058, -1.1013, -2.8745)  -0.529
H (-1.2047, -2.3312, -3.4263)  0.520
H (-0.9641, -2.0796, -1.6879)  -0.046
H (-2.9025, 1.8740, -4.5824)  0.303
H (-3.9267, 2.0749, -3.2383)  0.428
H (-2.9374, 3.5522, -3.7183)  0.350
H (0.0045, 2.7210, -2.2267)  -0.382
H (-0.2516, 1.3597, -3.2920)  -0.434
H (-0.5494, 2.9852, -3.9543)  0.660
H (-5.6062, -0.0184, -1.2935)  0.401
H (-4.3347, -1.3594, -1.2658)  0.195
H (-4.7410, -0.4793, 0.2201)  0.467
H (-5.3480, 1.8416, 0.1190)  0.438
H (-4.2116, 2.8560, -0.8680)  0.347
H (-3.7803, 1.9799, 0.6849)  0.075
O (2.0596, 0.7708, -1.5884)  0.152
P (3.3012, 0.5887, -2.3552)  -0.906
N (3.9621, -0.9813, -2.3598)  0.421
C (5.0280, -1.4669, -3.3114)  -1.208
C (4.1482, -1.5823, -1.0284)  -1.092
N (4.6504, 1.6312, -2.0259)  0.663
C (5.6684, 1.9949, -3.0582)  -1.057
C (4.9383, 2.0339, -0.6619)  -0.745
N (2.9674, 0.8920, -3.9900)  0.045
C (2.0420, 0.0045, -4.7594)  -0.868
C (2.7970, 2.3415, -4.4496)  -0.637
H (5.0967, -2.5488, -3.1978)  0.381
H (6.0019, -1.0326, -3.0854)  0.316
H (4.7608, -1.1599, -4.3225)  0.351
H (3.4785, -1.2532, -0.2339)  0.190
H (5.2060, -1.4727, -0.7891)  0.297
H (3.9609, -2.6467, -1.1702)  0.413
H (6.6022, 2.2692, -2.5674)  0.446
H (5.8397, 1.1108, -3.6722)  0.300
H (5.4058, 2.7884, -3.7579)  0.227
H (4.5850, 1.2957, 0.0581)  -0.035
H (6.0179, 2.1587, -0.5784)  0.460
H (4.4485, 2.9964, -0.5144)  0.171
H (2.2001, 0.1363, -5.8298)  0.382
H (2.1591, -0.9761, -4.2980)  0.369
H (0.9900, 0.2080, -4.5597)  0.000
H (3.1379, 3.0832, -3.7272)  -0.192
H (1.7623, 2.6324, -4.6306)  0.292
H (3.4512, 2.5582, -5.2942)  0.346

Cartesian forces (eV/Å) of the 3 atoms listed first:
0.25 -0.67 0.70
0.12 -0.76 0.32
-0.16 1.48 -0.43

HOMO-LUMO gap: 7.4 eV
LUMO level: 0.48 eV
2S+1: 1
net charge: 0

---

Q: Among the records above, which one has the lowest LUMO level?
A: C30H91N5O13